{
  "formula": "C3H3Li2O4",
  "method": "ωB97M-V/def2-TZVPD",
  "homo_lumo_gap_ev": 10.6,
  "de_lowest_kj_mol": 0.0,
  "e_tot_ev": -11755.23640,
  "charge": 1,
  "species": ["H", "C", "C", "O", "C", "O", "O", "O", "Li", "H", "H", "Li"],
  "positions_angstrom": [[0.659, 0.730, 1.619], [0.227, -0.962, 1.785], [-0.168, 0.184, 0.923], [-0.106, -0.237, -0.385], [-0.112, 0.670, -1.443], [-0.238, 1.874, -1.196], [-0.081, 0.125, -2.558], [0.092, -2.111, 1.335], [-0.120, 2.026, -3.225], [0.973, -0.800, 2.589], [-1.094, 0.724, 1.172], [-0.031, -2.223, -0.616]]
}